The following is a DFT calculation (the ωB97M-V functional and the def2-TZVPD basis) of C47H53Cl2MoN2O3S as an isolated structure.

The highest occupied orbital energy (alpha / beta) comes out at -9.78 / -9.30 eV. The expectation value of S² is 2.442. The calculation puts the total energy at -3544.6368 Eh. Its LUMO energy (alpha / beta) is -0.130 / -0.141 Eh. Its gap between HOMO and LUMO (alpha / beta) is 6.231 / 5.450 eV. As for the net charge: +1. Its multiplicity is 3.

Geometry (Å):
Mo1 0.43090 -0.66752 0.58807
Cl1 6.37080 -0.44222 4.88497
C1 5.17860 -0.56482 3.64687
C2 5.57070 -0.97342 2.37127
C3 4.62540 -1.06542 1.37677
Cl2 5.11540 -1.59832 -0.18983
C4 3.26480 -0.74762 1.59107
O1 2.37930 -0.90922 0.65377
C5 2.88210 -0.34902 2.91427
C6 1.52970 -0.04652 3.22497
O2 0.57410 -0.01502 2.38477
C7 3.86410 -0.27492 3.91947
H1 6.60060 -1.21872 2.17387
H2 1.27220 0.15188 4.26657
H3 3.57570 0.01668 4.91487
C8 -0.94500 -2.77802 2.44067
C9 -2.39720 -2.29442 2.32857
C10 -2.57440 -0.91792 2.97967
C11 -2.85390 -2.35302 0.88337
C12 -3.75640 -3.34392 0.51657
C13 -4.15190 -3.49762 -0.79963
C14 -3.63580 -2.65642 -1.76763
C15 -2.76810 -1.62052 -1.44333
C16 -2.26840 -0.71262 -2.54853
C17 -3.44250 -0.08872 -3.30843
C18 -1.34280 -1.45282 -3.52113
C19 -2.38090 -1.46682 -0.09673
N1 -1.48090 -0.42552 0.23457
C20 -1.90030 0.84298 0.01577
C21 -0.85090 1.77748 -0.13183
N2 0.36510 1.26298 0.05017
C22 1.53290 2.04328 -0.03463
C23 2.36930 1.84948 -1.14653
C24 3.57890 2.52558 -1.19853
C25 3.95720 3.37378 -0.17603
C26 3.10410 3.59608 0.88727
C27 1.87840 2.95058 0.98377
C28 0.96860 3.25478 2.15657
C29 0.39040 4.66988 2.03667
C30 1.69660 3.13888 3.50117
C31 1.92430 1.01078 -2.32523
C32 1.69770 1.93068 -3.53053
C33 2.92890 -0.09152 -2.66083
C34 -1.41830 3.05568 -0.54403
C35 -0.94840 4.26868 -0.99473
C36 -1.87860 5.28708 -1.28323
C37 -3.23260 5.12098 -1.12533
C38 -3.75250 3.87328 -0.71203
C39 -5.10970 3.52528 -0.52193
C40 -5.45130 2.24198 -0.16893
C41 -4.50320 1.21738 0.00577
C42 -3.16890 1.52578 -0.13573
C43 -2.82290 2.86498 -0.46983
H4 -0.54840 -2.55472 3.43017
H5 -0.31240 -2.24682 1.67447
H6 -0.87370 -3.84952 2.26597
H7 -3.01970 -3.00072 2.89227
H8 -1.77440 -0.22822 2.70537
H9 -2.56680 -1.01842 4.06377
H10 -3.52380 -0.47522 2.68617
H11 -4.15840 -3.99882 1.27727
H12 -4.85910 -4.26652 -1.07633
H13 -3.93290 -2.80042 -2.79553
H14 -1.68040 0.10178 -2.11393
H15 -3.94800 -0.82882 -3.92313
H16 -3.08520 0.70268 -3.96253
H17 -4.16490 0.34028 -2.61803
H18 -1.85730 -2.28082 -4.00253
H19 -0.46160 -1.82982 -3.00233
H20 -1.01150 -0.77092 -4.30113
H21 4.23360 2.38988 -2.04533
H22 4.90980 3.87888 -0.21893
H23 3.40220 4.27858 1.66687
H24 0.13950 2.53238 2.14897
H25 1.18470 5.41108 2.07797
H26 -0.30000 4.85528 2.85417
H27 -0.15000 4.79708 1.10507
H28 2.36880 3.97858 3.65927
H29 2.27780 2.22248 3.55007
H30 0.96830 3.13828 4.31057
H31 0.97140 0.51528 -2.07503
H32 2.63830 2.36128 -3.86413
H33 1.02430 2.74448 -3.27013
H34 1.26280 1.37868 -4.35983
H35 3.90240 0.32978 -2.88993
H36 2.59700 -0.65602 -3.52993
H37 3.03060 -0.77572 -1.81923
H38 0.10580 4.45728 -1.13733
H39 -1.50530 6.24208 -1.62303
H40 -3.91690 5.93118 -1.33113
H41 -5.87330 4.27568 -0.66313
H42 -6.49400 1.99998 -0.03033
H43 -4.83910 0.21898 0.24467
C44 -0.74790 -4.84382 -2.43833
C45 0.13900 -4.88632 -1.21083
S1 1.35360 -3.49462 -1.21133
O3 0.48500 -2.30852 -0.84133
C46 2.19950 -3.98192 0.35537
C47 3.39370 -4.87492 0.08677
H44 -1.44480 -5.67902 -2.41553
H45 -0.15960 -4.91212 -3.34943
H46 -1.32720 -3.92512 -2.45153
H47 0.72240 -5.80452 -1.18203
H48 -0.46170 -4.78792 -0.30623
H49 1.47890 -4.47072 1.00937
H50 2.53170 -3.04692 0.80397
H51 3.08920 -5.80802 -0.37983
H52 3.88530 -5.10792 1.03007
H53 4.11170 -4.37232 -0.55653

---

The following is a DFT calculation (the ωB97M-V functional and the def2-TZVPD basis) of a 9-piece molecular cluster, C47H55N12O overall.

The highest occupied orbital energy comes out at -10.64 eV. The calculation puts the total energy at -2555.8914 Eh. Its LUMO energy is -0.162 Eh. Its gap between HOMO and LUMO is 6.232 eV. As for the net charge: +1.

Geometry (Å):
C1 -3.34445 -1.25982 2.34898
N1 -3.22280 -1.74684 0.94629
C2 -1.96798 -2.51017 0.70022
C3 -4.40858 -2.44369 0.47729
O1 -5.50963 -1.84128 0.56168
C4 -4.43643 -3.89019 -0.19295
N2 -4.59148 -5.03261 0.75726
C5 -4.17685 -5.08909 2.02350
N3 -4.40019 -4.16050 3.14138
C6 -3.13637 -4.29141 3.92384
C7 -2.62207 -5.82901 3.82329
N4 -3.40673 -6.20068 2.57191
H1 -2.50222 -1.63737 3.03577
H2 -3.26930 -0.11436 2.34240
H3 -4.32208 -1.51541 2.86239
H4 -1.88910 -2.84954 -0.39468
H5 -1.79953 -3.38748 1.40699
H6 -1.09867 -1.77740 0.84436
H7 -5.34897 -3.90663 -0.88698
H8 -3.51512 -4.06366 -0.84011
H9 -5.01919 -5.89411 0.37679
H10 -5.13654 -4.53630 3.76619
H11 -3.35764 -4.17397 5.03379
H12 -2.22782 -3.72584 3.55487
H13 -2.95064 -6.55462 4.63431
H14 -1.53787 -5.98624 3.50815
H15 -2.84453 -6.67004 1.85088
N5 -3.90858 -3.62379 -3.53293
C8 -2.95316 -4.01518 -4.38940
C9 -3.14117 -4.12970 -5.75651
C10 -4.39259 -3.82643 -6.27347
C11 -5.40036 -3.42062 -5.40990
C12 -5.10948 -3.33419 -4.05829
H16 -1.99452 -4.24325 -3.93511
H17 -2.33110 -4.44758 -6.40060
H18 -4.58066 -3.90477 -7.33834
H19 -6.38851 -3.17639 -5.77871
H20 -5.86344 -3.01798 -3.34388
N6 -2.78480 2.16688 5.48968
C13 -3.81209 1.97775 4.64854
C14 -4.33719 2.96890 3.83524
C15 -3.77091 4.23451 3.89532
C16 -2.70802 4.45780 4.75764
C17 -2.25444 3.39847 5.52675
H21 -4.22147 0.97221 4.64036
H22 -5.16679 2.75723 3.17200
H23 -4.15323 5.03774 3.27544
H24 -2.24210 5.43051 4.82992
H25 -1.42298 3.52291 6.21302
N7 2.18778 -1.24212 -1.71867
C18 0.88405 -0.92666 -1.69886
C19 -0.04461 -1.42817 -2.59561
C20 0.39674 -2.30561 -3.57534
C21 1.74010 -2.64826 -3.62154
C22 2.58943 -2.09430 -2.67566
H26 0.58794 -0.23439 -0.91666
H27 -1.08682 -1.13959 -2.53056
H28 -0.30068 -2.71733 -4.29623
H29 2.11916 -3.32931 -4.37295
H30 3.64849 -2.33309 -2.66712
N8 4.09887 -0.02736 1.96805
C23 3.91125 -0.78345 0.87346
C24 4.42503 -2.06141 0.72263
C25 5.18041 -2.59171 1.75817
C26 5.39123 -1.83114 2.89964
C27 4.83164 -0.56503 2.95561
H31 3.31829 -0.32536 0.09144
H32 4.23956 -2.62679 -0.18162
H33 5.60082 -3.58814 1.67701
H34 5.97615 -2.21330 3.72681
H35 4.96539 0.06634 3.82835
N9 6.14903 -0.49146 -2.61299
C28 7.22783 -0.36936 -3.40180
C29 8.10691 0.70001 -3.34605
C30 7.85802 1.70683 -2.42469
C31 6.74863 1.60681 -1.59798
C32 5.93222 0.49524 -1.72939
H36 7.37832 -1.17956 -4.10772
H37 8.96380 0.74479 -4.00626
H38 8.52220 2.56088 -2.35149
H39 6.52338 2.37409 -0.86783
H40 5.05565 0.36971 -1.10429
N10 -6.18961 2.57024 -7.28454
C33 -6.89626 2.31559 -6.17300
C34 -6.69261 1.20721 -5.36654
C35 -5.70376 0.30528 -5.72993
C36 -4.95924 0.54341 -6.87564
C37 -5.23834 1.68335 -7.61236
H41 -7.65972 3.04814 -5.93298
H42 -7.29200 1.05339 -4.47798
H43 -5.51446 -0.57502 -5.12560
H44 -4.17967 -0.13990 -7.18913
H45 -4.68129 1.91558 -8.51422
N11 -0.22524 5.73442 3.41727
C38 0.44104 4.56945 3.41075
C39 1.82136 4.46935 3.45593
C40 2.56265 5.64000 3.50680
C41 1.90054 6.85947 3.51294
C42 0.51519 6.85281 3.46898
H46 -0.18200 3.68161 3.36641
H47 2.30494 3.50048 3.45063
H48 3.64566 5.60215 3.54132
H49 2.44732 7.79319 3.55145
H50 -0.04833 7.78043 3.47524
N12 5.81999 5.26793 2.10968
C43 6.48353 4.10123 2.10439
C44 7.86451 3.99906 2.14988
C45 8.60769 5.16924 2.20001
C46 7.94733 6.38904 2.20477
C47 6.56258 6.38434 2.16044
H51 5.85894 3.21450 2.06102
H52 8.34653 3.02949 2.14576
H53 9.69078 5.13105 2.23531
H54 8.49529 7.32198 2.24274
H55 6.00082 7.31298 2.16580